Density functional theory data (wB97M-V/def2-TZVPD) for one molecule with the formula C3H5NO3.

Each line ends with the Mulliken spin population.
Cartesian coordinates (Å):
C  1.765  0.314  0.011  -0.055
C  0.526  0.738  0.928  0.142
C  -1.084  -0.458  -0.295  0.822
N  1.702  -0.426  -0.945  0.862
O  -0.493  -0.233  0.843  0.035
O  -1.458  0.544  -1.097  0.081
O  -1.603  -1.669  -0.531  0.072
H  2.648  0.833  0.416  0.061
H  0.810  0.778  1.978  -0.008
H  0.190  1.721  0.584  -0.009
H  -1.828  0.193  -1.918  -0.005
H  -1.175  -2.333  0.025  0.003

Calculated total energy (Eh): -397.613103
LUMO (alpha / beta) (eV): 0.785 / -0.725
M (g mol⁻¹): 103.1
2S+1: 3
Energy relative to the best compared isomer or geometry (same formula, charge and spin) (kJ/mol): 15.5

---

Density functional theory data (wB97M-V/def2-TZVPD) for a 2-piece molecular cluster, C3H3Br2N overall.

Each line ends with the Löwdin charge.
Cartesian coordinates (Å):
C  -0.953  0.867  0.483  0.071
C  0.667  -0.477  2.123  -0.520
C  -0.275  -0.346  -1.506  -0.700
N  -0.802  0.346  -0.588  -0.139
Br  1.564  -1.402  0.813  0.593
Br  0.852  0.455  -2.792  0.670
H  -1.741  1.495  0.825  0.063
H  1.292  0.409  2.358  -0.101
H  -0.604  -1.347  -1.716  0.063

Calculated total energy (Eh): -5318.666381
LUMO (eV): -0.238
M (g mol⁻¹): 212.9
2S+1: 1
Energy relative to the best compared isomer or geometry (same formula, charge and spin) (kJ/mol): 551.6

---

Density functional theory data (wB97M-V/def2-TZVPD) for one molecule with the formula C3H4N2S.

Each line ends with the Löwdin charge.
Cartesian coordinates (Å):
H  -0.213  -2.485  -0.498  0.113
N  -0.652  -1.674  -0.109  0.203
C  -0.516  -0.563  0.262  -0.407
C  -1.131  0.477  1.144  -0.092
S  1.177  0.734  -0.418  0.713
C  2.267  0.668  -1.737  -0.769
N  2.942  0.726  -2.658  0.044
H  -0.636  1.362  0.955  -0.015
H  -1.038  -0.006  2.095  0.090
H  -2.199  0.760  0.964  0.121

Calculated total energy (Eh): -624.316873
LUMO (eV): -0.326
SMILES: [H]/N=C(/C)SC#N
M (g mol⁻¹): 100.1
2S+1: 1
Energy relative to the best compared isomer or geometry (same formula, charge and spin) (kJ/mol): 286.0